The following is a quantum chemistry calculation of a 2-piece molecular cluster, C25H46BBr2F8N2O11S2Si overall, from the Open Molecules 2025 dataset.

Values from the calculation:
total charge: +1
HOMO-LUMO gap: 9.7 eV
LUMO energy: -3.069 eV
total energy: -8974.5911 a.u.

Geometry as XYZ:
```
98
C25H46BBr2F8N2O11S2Si, DFT ωB97M-V with the def2-TZVPD basis set
C 2.31 -2.28 3.85
C 2.50 -1.15 2.77
F 2.92 0.06 3.48
C 1.14 -0.73 2.01
C 1.27 -0.74 0.43
F 1.61 -2.15 0.27
N 2.39 0.05 -0.16
C 2.03 1.13 -1.11
C 3.35 1.81 -1.69
O 4.49 0.89 -1.79
C 5.70 1.58 -1.92
F 6.62 0.67 -2.46
F 5.65 2.66 -2.79
F 6.16 1.89 -0.64
C 0.89 2.16 -0.53
C 1.54 2.73 0.81
B 1.00 4.08 1.51
O 0.29 3.92 2.77
O 1.24 5.44 1.16
Si 0.68 3.62 -1.76
C 2.19 4.85 -1.80
C 0.52 3.05 -3.62
C -0.78 4.81 -1.45
C -0.44 1.21 -0.34
C -1.65 1.59 -1.31
C -2.92 0.56 -1.22
C -4.31 1.32 -1.27
F -4.46 2.30 -0.25
Br -4.47 2.17 -3.08
C -5.57 0.33 -1.11
F -5.67 -0.21 0.18
F -6.76 1.08 -1.35
Br -5.59 -1.17 -2.39
O -0.81 1.44 1.05
N -2.05 1.84 1.37
O -2.21 3.01 1.46
C -0.09 -0.39 -0.37
C -0.31 -1.16 -1.72
C 0.90 -1.79 -2.55
C 0.84 -3.41 -2.66
C -0.47 -3.94 -3.37
S -0.89 -3.13 -4.97
O -1.64 -4.11 -5.81
O -1.86 -2.01 -4.64
O 0.43 -2.60 -5.84
H 2.18 -3.27 3.31
H 1.48 -2.03 4.58
H 3.29 -2.33 4.44
H 3.35 -1.35 2.03
H 0.75 0.20 2.50
H 0.40 -1.57 2.26
H 2.96 0.44 0.63
H 3.03 -0.66 -0.57
H 1.56 0.77 -2.10
H 3.20 2.17 -2.77
H 3.74 2.71 -1.12
H 1.60 1.94 1.65
H 2.66 2.96 0.66
H 0.22 2.98 2.99
H 1.86 5.83 1.81
H 1.88 5.93 -1.75
H 2.85 4.67 -0.87
H 2.78 4.72 -2.77
H 1.28 3.61 -4.26
H 0.62 1.92 -3.72
H -0.53 3.34 -3.98
H -1.49 4.77 -2.33
H -0.48 5.90 -1.32
H -1.37 4.53 -0.51
H -1.36 1.46 -2.42
H -2.15 2.58 -1.09
H -2.83 -0.07 -0.27
H -2.93 -0.17 -2.11
H -0.88 -0.81 0.36
H -0.90 -0.61 -2.54
H -0.99 -2.07 -1.50
H 1.94 -1.56 -2.16
H 0.90 -1.44 -3.64
H 1.75 -3.71 -3.28
H 1.01 -3.82 -1.61
H -0.36 -5.06 -3.58
H -1.34 -3.82 -2.64
H 1.26 -2.73 -5.34
O -0.66 -3.15 4.15
S -1.67 -4.17 4.24
O -2.71 -4.29 3.24
O -2.36 -4.11 5.70
C -2.91 -2.87 6.14
C -4.24 -2.58 5.48
C -0.88 -5.74 4.42
H -2.20 -2.05 5.98
H -3.05 -2.96 7.22
H -4.12 -2.39 4.41
H -4.71 -1.70 5.93
H -4.92 -3.43 5.59
H -0.13 -5.67 5.20
H -0.42 -5.99 3.47
H -1.64 -6.49 4.68
```

Mulliken population analysis, charges in e, atoms 1 to 6:
1. C -1.162
2. C 0.354
3. F -0.387
4. C -0.451
5. C 0.064
6. F -0.587